No. 1
{"formula": "C6H9F", "method": "ωB97M-V/def2-TZVPD", "relative_energy_kcal_mol": 120.7, "e_tot_ev": -9079.4608, "homo_lumo_gap_ev": 9.393, "charge": 0, "homo_ev": -9.6184, "species": ["F", "C", "C", "C", "C", "C", "C", "H", "H", "H", "H", "H", "H", "H", "H", "H"], "xyz": [[0.018, -1.312, -2.625], [2.497, 0.129, 2.151], [0.395, -0.915, -1.371], [-2.170, -0.354, -0.869], [2.129, 0.934, 3.059], [0.373, 0.529, -1.043], [-0.709, -0.330, -0.482], [0.109, 1.171, -1.866], [0.958, 0.749, 2.905], [-0.537, -0.656, 0.522], [1.266, 0.876, -0.353], [2.338, 1.784, 3.803], [1.072, -1.662, -1.036], [-2.885, -0.140, 0.014], [-2.361, 0.556, -1.597], [-2.492, -1.358, -1.210]], "forces_ev_per_angstrom": [[-0.36, 0.28, -0.75], [0.06, -0.40, -0.36], [-1.51, 0.12, 0.03], [-1.38, 2.08, -0.06], [-1.99, 2.17, 1.74], [2.49, 0.68, 1.20], [0.42, -1.33, 0.23], [0.04, 0.24, -0.11], [1.94, -0.02, 0.01], [0.08, 0.03, 0.68], [-2.14, -0.46, -1.44], [-0.04, -1.75, -1.42], [0.68, 0.01, 0.82], [1.42, -0.17, -1.09], [0.05, -2.28, 0.94], [0.25, 0.82, -0.43]]}

No. 2
{"formula": "C6H9F", "method": "ωB97M-V/def2-TZVPD", "relative_energy_kcal_mol": 52.2, "e_tot_ev": -9082.4301, "homo_lumo_gap_ev": 11.170, "charge": 0, "homo_ev": -10.1132, "species": ["F", "C", "C", "C", "C", "C", "C", "H", "H", "H", "H", "H", "H", "H", "H", "H"], "xyz": [[-2.340, 0.364, -0.203], [0.773, -0.797, 0.047], [-1.024, 0.035, -0.134], [1.208, 0.703, -0.163], [-0.452, -0.777, 1.036], [-0.156, 1.446, -0.021], [-0.237, -1.066, -0.993], [-0.960, -1.948, -0.884], [1.591, -1.536, 0.257], [-0.504, -0.115, 1.940], [1.858, 1.173, -0.950], [-0.062, 1.871, 0.978], [-1.189, -1.702, 1.178], [-0.558, 2.085, -0.857], [0.297, -0.776, -1.921], [1.756, 1.042, 0.690]], "forces_ev_per_angstrom": [[-0.64, -0.83, -0.32], [1.61, -1.79, 2.14], [1.44, 2.30, 0.87], [0.02, 1.28, 0.42], [-2.38, 1.18, 1.49], [-0.66, -3.04, -2.01], [-1.46, 1.52, -1.90], [1.82, 0.82, -0.74], [-0.70, 0.79, -0.35], [0.57, -1.05, -0.28], [-0.71, -1.69, -0.21], [-1.31, 0.29, -0.26], [2.38, 1.46, -0.27], [0.93, -0.27, 1.08], [-1.53, -0.68, -0.50], [0.60, -0.29, 0.85]]}

No. 3
{"formula": "C6H9F2N", "method": "ωB97M-V/def2-TZVPD", "relative_energy_kcal_mol": 12.4, "e_tot_ev": -13288.1861, "homo_lumo_gap_ev": [9.821, 6.144], "charge": 0, "homo_ev": [-8.8469, -7.1862], "species": ["F", "F", "N", "C", "C", "C", "C", "C", "C", "H", "H", "H", "H", "H", "H", "H", "H", "H"], "xyz": [[-2.670, 0.515, -0.660], [1.523, -2.064, -0.410], [-0.785, -0.340, 0.434], [-0.313, 0.949, -0.073], [-2.789, -1.542, 0.492], [1.120, 1.312, 0.064], [2.071, 0.298, -0.613], [1.839, -0.937, 0.208], [-2.060, -0.463, 0.089], [-3.765, -1.794, 0.237], [1.830, -0.927, 1.343], [3.053, 0.847, -0.468], [-0.475, 0.922, -1.213], [-0.954, 1.761, 0.226], [2.030, 0.115, -1.643], [1.379, 1.168, 1.197], [1.055, 2.444, -0.144], [-2.090, -2.265, 0.937]], "forces_ev_per_angstrom": [[0.00, -0.65, 0.45], [-0.07, -0.61, -0.18], [-1.24, 1.57, -0.61], [-0.42, -0.76, -2.72], [2.22, -0.78, 0.39], [-0.38, 0.71, 2.46], [1.00, 1.56, 2.66], [1.19, 0.97, 1.15], [0.56, 0.24, 0.15], [-1.45, -0.11, -0.34], [-0.08, -0.32, -1.81], [-0.37, -1.28, -0.01], [0.03, 0.08, 1.26], [-0.32, 0.30, 0.52], [-0.75, -0.21, -1.56], [-0.27, 0.84, -1.78], [1.23, -1.67, -0.10], [-0.89, 0.12, 0.08]]}

No. 4
{"formula": "C6H9F2NO5S2V", "method": "ωB97M-V/def2-TZVPD", "e_tot_ev": -70876.0382, "homo_lumo_gap_ev": [6.525, 8.150], "charge": 1, "spin_multiplicity": 5, "homo_ev": [-11.7875, -13.4093], "species": ["V", "S", "S", "F", "F", "O", "O", "O", "O", "O", "N", "C", "C", "C", "C", "C", "C", "H", "H", "H", "H", "H", "H", "H", "H", "H"], "xyz": [[-0.171, 1.334, 1.713], [0.532, -3.367, -0.924], [0.756, -1.071, 0.563], [2.198, -0.075, -1.309], [0.133, 0.232, -1.696], [-2.538, 2.760, 0.486], [0.225, 2.607, -0.025], [-0.421, -4.472, -1.026], [-0.367, -0.616, 1.498], [1.722, 1.525, 1.846], [-0.183, -2.077, -0.454], [-2.530, 1.586, 1.130], [-2.027, 2.783, -0.844], [1.462, 2.170, -0.416], [1.052, 0.332, -0.725], [-0.634, 3.358, -0.900], [2.350, 2.170, 0.810], [-0.265, 3.296, -1.930], [-3.072, 1.597, 2.078], [-2.017, 1.755, -1.233], [3.300, 1.682, 0.505], [-0.615, 4.400, -0.556], [1.845, 2.612, -1.344], [-2.694, 3.407, -1.449], [-2.535, 0.672, 0.520], [2.583, 3.234, 1.020]], "forces_ev_per_angstrom": [[-0.18, 1.34, 0.24], [-1.90, -1.55, 0.39], [-1.07, 0.26, -0.57], [0.56, -0.69, 0.15], [-0.73, 0.39, 0.37], [0.02, 0.24, 0.26], [-1.43, 0.78, 0.67], [1.46, 1.62, -0.37], [0.67, -0.36, -0.58], [-0.23, -0.14, 0.36], [1.18, -0.16, 0.53], [-0.12, -0.34, 0.14], [-0.08, -0.40, -0.50], [-0.62, -3.40, 0.45], [1.92, 2.33, -0.96], [0.02, 0.34, -0.01], [0.93, 0.01, -1.08], [-0.04, 0.03, 0.19], [0.12, 0.09, -0.28], [-0.08, 0.23, -0.04], [-0.25, 0.19, 0.31], [-0.02, -0.21, -0.13], [-0.16, -0.40, 0.07], [0.09, -0.17, 0.16], [-0.03, 0.25, 0.15], [-0.03, -0.28, 0.08]]}

No. 5
{"formula": "C6H9F5I2IrN3O2Te", "method": "ωB97M-V/def2-TZVPD", "relative_energy_kcal_mol": 50.1, "e_tot_ev": -54836.3964, "homo_lumo_gap_ev": [6.803, 6.804], "charge": 2, "homo_ev": [-16.2675, -16.2675], "species": ["Ir", "I", "I", "Te", "F", "F", "F", "F", "F", "O", "O", "N", "N", "N", "C", "C", "C", "C", "C", "C", "H", "H", "H", "H", "H", "H", "H", "H", "H"], "xyz": [[-1.293, -0.035, 0.892], [-1.247, -0.699, 3.577], [-3.658, -1.379, 1.173], [-2.641, 1.361, -1.466], [-4.147, 2.361, -1.793], [-3.727, -0.209, -1.340], [-1.225, 2.512, -1.881], [-2.582, 0.951, -3.271], [-1.224, -0.077, -1.416], [0.241, 1.515, 0.312], [-2.568, 1.598, 0.311], [1.341, -2.866, 0.262], [0.837, -0.614, 0.338], [2.318, 1.019, -0.506], [-3.133, -1.700, 3.253], [2.967, -1.262, -0.478], [1.692, -1.610, 0.054], [2.548, 2.426, -0.806], [1.117, 0.671, 0.046], [3.227, 0.045, -0.747], [1.783, 2.803, -1.486], [2.476, 3.025, 0.103], [3.702, -2.023, -0.690], [1.972, -3.624, 0.060], [4.168, 0.355, -1.178], [-3.878, -1.247, 3.900], [0.411, -3.094, 0.571], [-3.008, -2.758, 3.458], [3.529, 2.554, -1.250]], "forces_ev_per_angstrom": [[1.30, 1.51, -2.10], [-0.50, 0.51, -1.42], [1.29, 0.09, 0.69], [-0.38, -0.75, -4.11], [0.77, 0.07, 0.35], [0.28, 0.69, 0.19], [-0.99, -0.19, 0.44], [-0.13, 0.19, 0.63], [-0.64, 0.75, 1.88], [-1.49, -0.72, 1.13], [0.36, -1.17, 2.00], [-0.17, 0.02, 0.13], [-0.95, -0.41, 0.78], [-0.84, -0.22, 0.31], [-0.03, -0.02, -0.10], [-0.05, 0.21, -0.05], [0.38, 0.07, -0.19], [-0.13, 0.87, -0.05], [1.51, -0.60, -0.31], [0.09, -0.63, 0.02], [0.07, -0.19, -0.07], [0.12, -0.15, 0.03], [0.01, 0.00, -0.01], [0.02, 0.01, -0.03], [-0.01, 0.08, 0.02], [0.03, 0.07, -0.09], [0.00, -0.03, 0.02], [0.07, 0.05, -0.07], [0.02, -0.11, 0.00]]}

No. 6
{"formula": "C6H9FN2", "method": "ωB97M-V/def2-TZVPD", "relative_energy_kcal_mol": 84.6, "e_tot_ev": -12061.0702, "homo_lumo_gap_ev": 8.856, "charge": 0, "homo_ev": -7.9915, "species": ["F", "N", "N", "C", "C", "C", "C", "C", "C", "H", "H", "H", "H", "H", "H", "H", "H", "H"], "xyz": [[2.865, -1.297, 0.238], [1.570, 0.613, 0.295], [-0.212, 0.836, 0.144], [-0.813, 0.454, 1.390], [2.383, 1.343, -0.564], [1.621, -0.730, 0.290], [-0.690, -0.607, 0.325], [0.522, -1.489, 0.405], [-1.797, -1.035, -0.565], [2.168, 2.484, -0.633], [-2.762, -0.790, -0.055], [-1.657, -0.564, -1.562], [-0.049, 0.296, 2.066], [0.504, -2.463, 0.121], [-1.739, 0.869, 1.799], [3.476, 1.133, -0.398], [-1.694, -2.205, -0.705], [2.356, 0.954, -1.564]], "forces_ev_per_angstrom": [[-0.70, 0.72, -0.15], [-4.02, 0.69, 2.07], [2.77, -0.44, -1.22], [-0.33, -1.15, -0.43], [1.75, 2.16, -1.94], [0.41, -1.90, 0.37], [1.34, 0.91, 0.38], [-0.19, 3.49, -0.26], [-0.56, -1.91, -0.30], [0.36, -2.15, 0.62], [0.51, -0.28, -0.98], [-0.50, -0.31, 0.65], [1.05, -0.22, 2.07], [-0.03, -2.81, -0.13], [0.27, 0.30, -0.67], [-0.94, 0.57, 0.82], [-0.53, 2.33, 0.23], [-0.65, -0.01, -1.12]]}

No. 7
{"formula": "C6H9FN3O2S", "method": "ωB97M-V/def2-TZVPD", "smiles": "CNS(=O)(=O)c1[nH]ccc(=[NH2+])c1F", "relative_energy_kcal_mol": 20.9, "e_tot_ev": -28476.9580, "homo_lumo_gap_ev": [9.612, 9.613], "charge": 1, "homo_ev": [-13.6022, -13.6025], "species": ["S", "F", "O", "O", "N", "N", "N", "C", "C", "C", "C", "C", "C", "H", "H", "H", "H", "H", "H", "H", "H", "H"], "xyz": [[-1.172, -1.188, -1.711], [0.281, -0.794, 1.553], [-0.414, -1.367, -2.901], [-2.384, -0.504, -1.572], [-1.161, -2.431, -0.691], [1.875, 1.304, 2.455], [0.349, 1.311, -1.356], [1.087, 2.415, -0.948], [1.448, 1.250, 1.157], [-2.355, -2.510, 0.139], [0.117, 0.266, -0.577], [0.533, 0.212, 0.694], [1.749, 2.286, 0.279], [2.443, 1.983, 2.901], [-3.085, -2.877, -0.543], [1.197, 3.208, -1.778], [-2.077, -3.301, 0.912], [-0.316, -2.399, -0.136], [1.812, 0.470, 3.069], [-2.456, -1.568, 0.738], [2.386, 3.088, 0.686], [0.144, 1.146, -2.368]], "forces_ev_per_angstrom": [[3.32, 1.57, 2.06], [-0.21, 0.06, -0.46], [-0.43, 0.06, 0.40], [-1.69, 0.60, -0.96], [0.86, 0.19, -0.45], [-0.78, -2.60, -0.13], [0.83, 1.34, -1.13], [0.73, -1.02, -1.07], [-0.89, -0.79, 1.66], [1.58, -0.79, 2.52], [-2.15, -2.91, -1.53], [2.17, 1.49, 1.30], [-0.67, 2.01, -1.18], [0.49, 1.03, -0.52], [-1.33, 0.23, 0.33], [0.01, -1.21, 1.93], [-0.73, 0.77, -1.12], [0.37, -0.38, -0.31], [-0.33, 0.74, -1.01], [-0.82, -0.77, -0.87], [-0.39, -0.35, -0.60], [0.06, 0.75, 1.12]]}

No. 8
{"formula": "C6H9FO5", "method": "ωB97M-V/def2-TZVPD", "relative_energy_kcal_mol": 51.6, "e_tot_ev": -19318.7425, "homo_lumo_gap_ev": [7.608, 7.607], "charge": 0, "homo_ev": [-7.7168, -7.7166], "species": ["F", "O", "O", "O", "O", "O", "C", "C", "C", "C", "C", "C", "H", "H", "H", "H", "H", "H", "H", "H", "H"], "xyz": [[-1.230, -1.451, 0.298], [2.339, -1.804, 0.787], [-2.231, 1.874, 0.140], [0.206, -0.192, 1.498], [-1.518, 0.465, -1.744], [1.134, 0.002, -2.575], [0.021, -1.008, 0.544], [-0.830, 1.621, 0.179], [1.079, -2.031, 0.227], [-0.654, 0.899, 1.630], [-0.522, 0.782, -1.073], [0.850, 0.594, -1.388], [1.627, 0.822, -0.790], [1.077, -1.946, -0.808], [0.623, -2.955, 0.565], [-2.633, 1.448, -0.710], [-1.694, 0.722, 1.861], [2.411, -1.811, 1.773], [-0.049, 1.532, 2.405], [-0.272, 2.578, 0.210], [0.263, -0.140, -3.026]], "forces_ev_per_angstrom": [[0.84, 0.46, 0.27], [0.55, 0.36, 0.30], [-0.49, 0.04, -1.11], [0.25, -0.72, 1.28], [0.24, -0.64, -1.30], [-0.47, -0.07, 0.16], [0.14, -0.02, -2.09], [-1.37, 0.21, 1.11], [-0.96, 0.27, 2.72], [1.45, 3.10, -0.38], [1.15, 0.76, 1.71], [-4.29, -2.18, -1.91], [2.52, 0.96, 1.78], [0.86, -0.64, -2.11], [0.12, -0.67, -0.18], [1.58, 0.61, 1.60], [0.03, -0.64, 0.62], [-0.81, -0.10, -1.33], [-1.74, -0.82, -1.40], [-0.22, -0.46, -0.17], [0.62, 0.19, 0.42]]}